{"formula": "C2H5NOS", "method": "wB97M-V/def2-TZVPD", "orbital_gap_ha": 0.34440, "total_energy_ev": -16524.60471, "lumo_ev": 0.3143, "total_charge": 0, "spin_multiplicity": 1, "de_lowest_kcal_mol": 87.09, "smiles": "CO/C=N/S", "species": ["C", "C", "H", "H", "H", "H", "H", "N", "O", "S"], "coordinates": [[-0.46, 0.07, 2.33], [-0.70, -0.03, 0.09], [-1.25, 0.11, 3.04], [0.22, 1.13, 2.38], [0.38, -0.74, 2.35], [-1.49, 0.09, -0.67], [2.17, -0.33, -1.96], [0.48, -0.50, -0.08], [-1.26, 0.10, 1.34], [0.86, 0.14, -1.87]], "mulliken_charge": [-0.585, 0.185, 0.271, 0.191, 0.278, 0.387, 0.174, -0.430, -0.295, -0.177]}